The following is a quantum chemistry calculation of a 2-piece molecular cluster, C2H4S2 overall, from OMol25.

Geometry as XYZ:
```
8
Properties=species:S:1:pos:R:3
C -1.32 0.76 -0.59
C -1.55 0.79 0.64
S -1.13 0.51 -2.07
S 2.38 -1.79 -1.02
H -1.33 1.60 1.32
H 1.64 -0.69 -1.07
H -2.36 0.12 1.07
H 1.23 -2.49 -1.00
```

Properties
- ΔE to the lowest compared entry with this formula, charge and spin (kcal per mole) = 34.6
- structure (SMILES) = C=C=S.S
- LUMO energy (eV) = -0.216
- HOMO-LUMO gap (eV) = 8.6267
- E_HOMO (hartree) = -0.32496
- total energy (hartree) = -874.90493